# 1
110
Properties=species:S:1:pos:R:3:forces:R:3:lowdin_charge:R:1 method="wB97M-V/def2-TZVPD" gap_ev=6.76 lumo_ha=-0.0222 e_above_lowest_kj_mol=112.4
Ti 1.024 1.419 -0.438 1.0964 0.6397 2.1730 0.53
O 1.585 -1.686 -5.438 -0.0645 0.1920 -0.0367 0.14
C 2.072 -2.575 -4.587 0.0256 -0.0457 0.2033 -0.50
O 2.617 -3.576 -4.967 -0.0256 0.0016 -0.0067 0.08
C 1.923 -2.293 -3.119 -0.0681 0.2500 -0.2131 -0.03
C 2.343 -3.151 -2.126 0.0281 -0.0710 0.1895 -0.56
Cl 2.997 -4.706 -2.279 -0.0312 -0.0165 0.1055 0.85
N 2.076 -2.574 -0.923 0.1753 -0.2651 0.3711 -0.04
N 1.476 -1.389 -1.077 0.0199 0.0628 -0.5395 0.15
C 1.379 -1.205 -2.389 -0.1751 0.0570 0.1012 -0.12
C 0.713 0.052 -2.845 -0.0205 -0.4203 0.2954 -0.47
O 0.679 0.402 -3.997 -0.1235 0.0744 -0.3815 0.14
O 0.158 0.729 -1.853 -0.3762 -0.6932 -1.3685 -0.25
C 2.260 -3.096 0.408 -0.1348 -0.0390 -0.1569 -0.21
C 1.289 -2.810 1.354 -0.0866 -0.0640 -0.0356 -0.09
C 1.431 -3.281 2.650 -0.0153 -0.0200 -0.0044 -0.06
C 2.534 -4.050 2.993 0.0324 0.0447 0.0079 -0.07
C 3.510 -4.316 2.042 -0.0384 -0.0342 -0.0295 -0.08
C 3.383 -3.836 0.747 0.0551 -0.0434 -0.0233 -0.07
H 1.226 -0.885 -4.991 -0.0060 0.0061 0.0338 0.07
H 0.430 -2.215 1.080 -0.0463 -0.0008 -0.0199 0.05
H 0.673 -3.039 3.385 0.0384 -0.0375 -0.0431 0.12
H 2.640 -4.433 4.001 -0.0025 0.0305 -0.0357 0.11
H 4.388 -4.893 2.308 -0.0413 0.0079 -0.0148 0.11
H 4.164 -4.021 0.023 -0.0231 0.0342 0.0151 0.09
O 2.686 4.539 3.644 -0.1011 -0.1347 0.0499 -0.05
C 1.685 3.848 4.389 0.0356 0.0849 -0.0577 -0.21
C 0.925 2.908 3.443 0.1124 0.1183 -0.0428 -0.57
C -0.002 2.066 4.309 -0.1200 0.0363 0.1171 -0.24
O -0.811 2.935 5.107 0.1324 -0.0887 -0.1190 -0.06
C 0.144 3.790 2.467 -0.0406 -0.2057 -0.0112 -0.43
Se -0.258 3.270 0.604 0.0143 -0.1220 -0.3925 0.77
C 1.964 2.014 2.765 -0.2587 -0.2089 0.0635 -0.46
Se 1.163 0.473 1.852 0.0543 0.0546 0.0070 0.70
H 3.101 5.188 4.215 0.0068 0.0587 0.0406 0.09
H 0.978 4.542 4.846 0.0147 0.0801 0.0100 0.13
H 2.136 3.248 5.188 0.0612 -0.0181 0.0168 0.13
H 0.610 1.411 4.941 -0.0237 0.0004 0.0683 0.13
H -0.618 1.431 3.676 -0.0692 -0.0088 -0.0182 0.07
H -1.509 2.415 5.513 -0.0359 -0.0507 0.0201 0.09
H 0.697 4.710 2.315 0.0205 0.1066 -0.0012 0.06
H -0.829 4.032 2.889 -0.0150 0.0317 0.0413 0.06
H 2.653 1.610 3.506 0.0459 0.0298 0.0345 0.08
H 2.530 2.587 2.043 0.1977 0.1401 -0.0917 0.06
S 5.495 1.845 -1.885 0.0261 0.0418 -0.0630 1.16
C 5.624 0.555 -0.737 0.0392 0.0190 -0.0276 -0.46
C 6.755 -0.185 -0.412 0.0536 0.0326 -0.0499 -0.09
C 6.639 -1.155 0.564 0.0118 -0.0014 0.0178 -0.08
C 5.414 -1.368 1.201 -0.0217 0.0816 -0.0032 -0.07
C 4.287 -0.636 0.866 0.0429 -0.0381 0.0513 -0.04
C 4.386 0.339 -0.124 -0.2233 0.0418 0.0433 -0.27
N 3.366 1.190 -0.592 -0.3729 0.0277 -0.0415 0.03
C 3.824 2.017 -1.497 0.2281 0.0094 -0.0414 -0.51
C 2.963 2.997 -2.141 0.0627 -0.0069 0.0223 -0.25
C 3.436 3.880 -3.117 0.0902 -0.0502 0.0143 -0.05
C 2.553 4.739 -3.735 0.0319 0.0127 -0.0492 -0.07
C 1.207 4.704 -3.375 -0.0171 0.0346 0.0066 -0.06
C 0.763 3.845 -2.386 0.0789 -0.0059 0.0171 -0.14
C 1.635 2.974 -1.728 0.1630 0.2567 -0.3123 -0.22
H 7.700 0.001 -0.911 -0.0744 -0.0200 0.0474 0.11
H 7.504 -1.746 0.840 -0.0591 0.0462 -0.0123 0.11
H 5.335 -2.122 1.976 0.0200 0.0665 -0.0613 0.10
H 3.345 -0.795 1.371 0.0568 -0.0038 -0.0344 0.03
H 4.488 3.884 -3.387 -0.0607 0.0278 -0.0239 0.09
H 2.900 5.426 -4.496 -0.0118 -0.0318 0.0336 0.11
H 0.500 5.365 -3.865 0.0404 -0.0249 0.0152 0.11
H -0.282 3.873 -2.109 -0.1180 -0.0048 0.0004 0.06
C -1.480 -3.924 -0.391 -0.1688 0.0406 0.1393 -0.08
C -2.565 -3.595 0.620 0.0156 0.0555 -0.0678 -0.31
C -3.122 -4.655 1.340 0.0218 0.0163 -0.0278 -0.06
C -4.121 -4.448 2.276 -0.0022 0.0503 -0.0001 -0.09
C -4.588 -3.160 2.507 0.0661 0.0202 -0.0477 -0.09
C -4.050 -2.094 1.798 0.1143 -0.1495 -0.1192 -0.11
C -3.042 -2.292 0.844 0.1158 -0.2109 -0.0474 -0.30
Sb -2.096 -0.579 -0.097 -0.8651 0.0914 0.3245 1.58
C -2.883 -0.790 -2.095 0.0404 -0.1306 -0.0490 -0.33
C -3.287 -2.062 -2.520 -0.0030 0.1474 -0.0075 -0.13
C -3.684 -2.293 -3.829 0.0237 0.0207 0.0184 -0.08
C -3.686 -1.241 -4.737 0.0055 -0.0027 0.0388 -0.08
C -3.311 0.025 -4.318 -0.0096 -0.0040 0.0134 -0.05
C -2.908 0.276 -3.004 0.0761 0.0195 0.0391 -0.31
C -2.549 1.701 -2.642 -0.0702 -0.1681 -0.1376 -0.06
C -3.527 0.810 0.743 0.0153 0.0542 -0.0240 -0.34
C -3.008 1.500 1.841 -0.0688 -0.0305 -0.0512 -0.19
C -3.730 2.481 2.505 -0.0169 0.0169 0.0457 -0.09
C -5.010 2.784 2.066 0.0026 -0.0475 -0.0187 -0.08
C -5.559 2.073 1.008 0.0504 -0.0488 -0.0149 -0.05
C -4.848 1.074 0.337 0.0141 0.0273 0.0767 -0.29
C -5.567 0.311 -0.752 0.1108 0.0948 0.0851 -0.04
H -1.890 -4.505 -1.222 0.0494 0.0509 0.0396 0.09
H -0.695 -4.526 0.071 0.0159 0.0325 0.0031 0.08
H -1.022 -3.026 -0.814 0.0262 -0.0693 -0.0025 0.03
H -2.757 -5.662 1.154 -0.0142 0.0488 0.0295 0.11
H -4.531 -5.286 2.828 0.0136 0.0299 -0.0384 0.10
H -5.366 -2.981 3.241 0.0294 -0.0158 -0.0379 0.10
H -4.420 -1.096 1.993 0.0069 -0.0211 -0.0112 0.09
H -3.325 -2.878 -1.807 -0.0011 0.0491 -0.0748 0.07
H -3.987 -3.287 -4.136 -0.0098 0.0559 0.0096 0.10
H -3.987 -1.406 -5.765 0.0152 0.0109 0.0390 0.10
H -3.329 0.852 -5.023 -0.0012 -0.0488 0.0269 0.12
H -1.651 2.010 -3.181 0.0057 0.0196 0.0164 0.07
H -2.372 1.840 -1.577 0.0060 0.0291 0.0648 0.04
H -3.357 2.377 -2.934 -0.0069 -0.0252 0.0491 0.09
H -2.010 1.254 2.184 0.0619 0.0851 -0.0669 0.04
H -3.293 3.008 3.348 -0.0202 -0.0447 -0.0703 0.10
H -5.590 3.559 2.555 0.0220 -0.0449 -0.0169 0.10
H -6.577 2.282 0.695 0.0545 0.0021 0.0208 0.11
H -6.643 0.339 -0.575 0.0370 0.0041 -0.0097 0.08
H -5.251 -0.729 -0.787 0.0044 -0.0348 -0.0108 0.06
H -5.380 0.745 -1.737 0.0274 -0.0408 0.0019 0.08


# 2
23
Properties=species:S:1:pos:R:3:forces:R:3:nbo_charge:R:1 method="wB97M-V/def2-TZVPD" gap_ev=10.48 lumo_ha=0.0316 smiles="C=C(CC)[C@](C)(O)OC" e_above_lowest_kj_mol=147.3
C -0.513 1.646 0.079 0.3923 0.1774 0.0261 -0.40
C -0.329 0.342 0.077 -3.1686 -2.9006 -0.4222 0.00
C -1.509 -0.727 0.305 0.8136 1.5554 0.4825 -0.43
C -2.905 -0.131 0.300 0.1721 -0.0864 0.1267 -0.61
C 0.856 -0.399 -0.411 2.9885 2.2922 0.6443 0.49
C 0.927 -0.460 -1.934 0.1868 0.0436 0.4260 -0.64
O 0.997 -1.647 0.188 -0.2173 0.1431 0.0599 -0.71
O 2.051 0.494 -0.010 -0.7871 -1.3187 -1.3907 -0.59
C 2.306 0.630 1.365 -0.3250 -0.2383 0.3010 -0.26
H 0.288 2.314 -0.194 0.2069 0.0883 0.0900 0.21
H -1.450 2.099 0.355 -0.2212 -0.0686 -0.0160 0.20
H -1.466 -1.546 -0.415 0.3344 0.2253 -0.0986 0.21
H -1.277 -1.173 1.275 -0.1633 -0.1641 0.0084 0.22
H -3.643 -0.905 0.509 -0.0603 0.0020 -0.0226 0.21
H -3.129 0.307 -0.672 -0.0734 0.0861 -0.0319 0.20
H -3.009 0.637 1.064 -0.0734 0.0911 0.0167 0.20
H 1.925 -0.785 -2.224 0.0582 -0.1400 -0.0473 0.22
H 0.759 0.524 -2.359 -0.0407 0.0695 0.0127 0.23
H 0.181 -1.156 -2.313 -0.0460 -0.0165 -0.0042 0.22
H 1.776 -2.075 -0.187 -0.0437 0.1051 -0.0492 0.48
H 3.297 1.078 1.466 -0.0925 -0.0277 -0.0468 0.19
H 1.566 1.275 1.857 0.1010 -0.0244 -0.0249 0.17
H 2.300 -0.341 1.878 0.0584 0.1062 -0.0398 0.17


# 3
49
Properties=species:S:1:pos:R:3:forces:R:3:nbo_charge:R:1 method="wB97M-V/def2-TZVPD" gap_ev=7.25 total_charge=-1 lumo_ha=0.1012
N -2.121 1.995 0.395 0.0229 0.0106 -0.0082 -0.87
C -2.034 0.798 1.283 0.0822 0.1684 -0.0926 -0.74
Ga -0.112 0.299 1.738 0.1127 0.1585 0.0811 1.41
C 0.692 2.058 2.467 0.1242 -0.2481 0.1803 -0.92
C 1.278 1.919 3.878 0.0391 0.1518 0.0207 -0.42
C 2.561 1.087 3.876 -0.0888 -0.1732 -0.0552 -0.33
Cl 4.046 2.068 4.210 0.0357 0.0504 -0.0029 -0.14
C 0.001 -1.117 3.225 0.1011 0.1559 -0.1653 -0.95
C -0.817 -2.333 2.955 0.2285 -0.4965 0.9405 0.08
C -2.251 -2.333 3.263 -0.3590 -0.0518 -1.8625 -0.15
O -1.739 -2.370 1.885 -0.2273 -0.0557 0.0769 -0.54
C 1.087 -0.233 0.164 -0.1871 0.1406 -0.0577 -0.94
C 0.493 -1.083 -0.954 0.0544 0.0113 0.2046 0.40
N 1.454 -1.218 -2.055 0.0088 -0.0654 0.1087 -0.86
N -0.694 -0.479 -1.566 -0.0805 -0.2972 -0.5211 -0.87
N 0.164 -2.412 -0.406 0.2085 -0.2413 -0.3481 -0.87
H -1.200 2.281 0.084 0.0006 0.0047 -0.0086 0.34
H -2.659 1.803 -0.440 -0.0263 -0.0055 0.0093 0.33
H -2.580 -0.044 0.847 -0.0226 0.0031 0.0453 0.17
H -2.540 1.060 2.222 -0.0837 -0.1588 0.0006 0.17
H 1.501 2.395 1.806 -0.0775 0.1368 -0.0234 0.19
H -0.078 2.837 2.477 0.0023 -0.0017 -0.0830 0.20
H 0.565 1.433 4.551 -0.0191 0.0040 -0.0449 0.19
H 1.501 2.891 4.333 0.0366 -0.0359 0.0197 0.19
H 2.729 0.637 2.899 -0.0105 0.0029 0.0273 0.22
H 2.566 0.299 4.625 0.0092 0.0531 0.0214 0.20
H 1.052 -1.412 3.299 0.0253 0.0748 0.0557 0.21
H -0.313 -0.724 4.197 0.1569 0.1356 0.0029 0.20
H -0.311 -3.293 3.112 -0.1384 0.1010 -0.2113 0.16
H -2.808 -3.247 3.435 0.0443 0.0651 0.5788 0.17
H -2.763 -1.386 3.406 0.0737 -0.0758 0.5163 0.19
H 1.441 0.713 -0.270 0.0002 -0.0641 -0.0906 0.19
H 1.982 -0.754 0.528 -0.0359 0.0499 0.1175 0.20
H 0.996 -1.681 -2.835 0.0136 0.0656 -0.0511 0.37
H 2.225 -1.800 -1.743 0.0879 0.1196 -0.0049 0.35
H -0.577 0.524 -1.619 -0.0859 0.0598 0.1871 0.35
H -1.520 -0.680 -1.020 0.0653 0.2021 0.2479 0.37
H -0.812 -2.521 -0.159 0.0328 0.1629 0.2694 0.37
H 0.380 -3.111 -1.106 -0.1757 0.0130 -0.0579 0.34
C 0.165 1.278 -4.559 0.1482 -0.1546 0.0854 -0.73
C 0.135 0.131 -5.539 -0.0246 0.1073 0.0555 0.60
O 0.548 -0.968 -5.264 0.0033 -0.0963 -0.1135 -0.54
C -0.433 0.438 -6.910 -0.0084 -0.0780 -0.0033 -0.72
H 0.588 0.942 -3.615 0.0050 -0.0458 -0.0195 0.27
H 0.777 2.084 -4.972 -0.0681 0.0546 -0.0075 0.22
H -0.844 1.661 -4.399 0.0067 0.0343 -0.0290 0.23
H 0.141 1.237 -7.382 -0.0144 0.0209 0.0117 0.22
H -1.464 0.784 -6.817 0.0062 0.0253 0.0019 0.22
H -0.400 -0.455 -7.530 -0.0026 0.0022 -0.0044 0.23


# 4
20
Properties=species:S:1:pos:R:3:forces:R:3:nbo_charge:R:1 method="wB97M-V/def2-TZVPD" gap_ev=9.65 lumo_ha=0.0241 smiles="[H]/N=C(/N)NC.CC(=O)O" e_above_lowest_kj_mol=310.3
H -0.027 -1.247 -0.897 0.5379 -0.6718 1.4524 0.34
N 0.708 -1.530 -0.204 -1.8907 1.1582 -0.0033 -0.81
C 0.342 -1.271 1.020 1.3215 -0.2921 0.3682 0.60
N 1.242 -1.832 1.971 -2.2487 1.2655 0.1045 -0.85
N -0.720 -0.501 1.559 2.8618 -4.2470 1.5446 -0.65
C -1.416 -0.845 2.778 -3.9856 5.2441 -2.0334 -0.38
H 1.968 -2.375 1.614 0.9168 -0.8327 -0.8966 0.40
H 1.271 -1.699 2.964 -0.4466 0.4615 -0.0708 0.39
H -1.183 0.208 1.146 -1.0833 2.3036 -2.7040 0.39
H -1.633 0.309 3.213 0.3324 -3.6140 -0.1217 0.19
H -1.007 -1.525 3.370 2.7090 -2.1888 2.8685 0.20
H -2.412 -1.366 2.588 0.7533 1.0199 -0.1355 0.18
C 0.821 2.434 -2.666 0.4332 -0.2643 -3.7001 -0.76
C -0.347 1.372 -2.658 -1.9494 0.8910 -0.0949 0.78
O -1.513 1.667 -2.902 2.4939 0.4125 0.2443 -0.57
O -0.144 0.052 -2.447 -3.4893 1.6399 -3.2946 -0.68
H 1.068 2.608 -3.837 -1.2772 -0.1917 2.2916 0.25
H 1.869 2.266 -2.443 -0.1714 -1.1481 1.0790 0.24
H 0.583 3.409 -2.263 -0.6771 -0.0776 0.0809 0.25
H 0.530 -0.135 -1.907 4.8594 -0.8681 3.0208 0.49


# 5
38
Properties=species:S:1:pos:R:3:forces:R:3:nbo_charge:R:1 method="wB97M-V/def2-TZVPD" gap_ev=10.96 lumo_ha=0.0145 smiles=ClCCl.ClCCl.ClCCl.ClCCl.CO.CO.CO
Cl -3.593 -4.558 -1.476 0.2769 0.3941 -0.3180 -0.05
C -2.324 -3.758 -2.474 -1.0390 0.5539 0.6175 -0.36
Cl -2.986 -2.430 -3.507 0.3380 -0.6057 0.5962 -0.05
H -1.605 -3.354 -1.772 0.0292 0.1180 -0.1648 0.24
H -1.940 -4.519 -3.099 0.4578 -0.4726 -0.6683 0.22
Cl 1.215 2.990 4.873 0.0277 -0.1300 0.6995 0.01
C 0.298 3.279 3.442 -1.6717 -0.3886 -1.7608 -0.44
Cl 1.003 4.618 2.497 0.1344 0.1788 0.0771 -0.07
H 0.330 2.384 2.778 0.1177 0.6959 0.6760 0.26
H -0.793 3.541 3.585 1.4492 -0.2285 0.4146 0.23
Cl 2.304 1.164 -1.995 -0.9857 -0.0804 0.4052 -0.08
C 0.625 0.593 -1.513 0.1327 1.8177 0.5793 -0.39
Cl -0.485 0.676 -2.877 0.0543 -0.1510 0.1445 -0.01
H 0.763 -0.396 -1.173 -0.1131 -1.0448 -0.0150 0.22
H 0.202 1.229 -0.675 0.7376 -0.6449 -1.2047 0.26
Cl 2.109 -5.273 -1.401 -0.4054 -0.4294 -0.2328 -0.01
C 2.547 -3.588 -1.508 -0.7438 -0.4196 -1.9421 -0.36
Cl 2.051 -2.732 -3.030 0.1226 -0.5530 0.7127 -0.05
H 2.106 -3.092 -0.720 -0.9605 1.0950 1.5474 0.21
H 3.580 -3.573 -1.449 1.9010 0.3546 -0.0417 0.21
C -1.009 4.452 -0.254 0.3042 -0.4089 1.1890 -0.25
O -0.436 3.179 0.102 -1.2522 0.2202 0.1428 -0.74
H -0.246 5.100 -0.662 0.0617 0.2382 -0.2473 0.18
H -1.767 4.238 -0.967 -0.7520 0.2324 -0.6431 0.18
H -1.421 4.938 0.648 0.0689 -0.2324 -0.4238 0.17
H 0.473 3.262 -0.104 1.5088 -0.0812 -0.0659 0.47
C -2.204 -1.288 0.989 1.1608 -3.0651 -0.0687 -0.25
O -1.417 -1.649 -0.172 -0.1158 1.0725 -0.2870 -0.76
H -3.142 -1.854 0.859 0.1904 0.4489 0.8049 0.18
H -1.565 -1.638 1.844 -1.0514 0.0376 -0.5732 0.18
H -2.343 -0.266 1.143 -0.3324 1.8344 -0.2138 0.18
H -1.779 -1.152 -0.926 0.1920 -0.2571 0.2250 0.47
C 1.799 -0.459 1.368 1.7889 1.1133 1.4645 -0.26
O 1.660 0.806 2.085 -1.1767 -1.5016 -0.0936 -0.75
H 2.569 -1.084 1.897 -0.8107 0.2831 -0.3701 0.17
H 0.833 -0.919 1.403 -0.3664 -0.3427 -0.3927 0.20
H 2.213 -0.233 0.387 -0.3975 -0.3783 -0.2520 0.17
H 2.375 1.367 1.854 1.1197 0.7273 -0.3168 0.47